1.
Formula: C8H17N2O4Tl
Source: the Open Molecules 2025 dataset
Level of theory: ωB97M-V/def2-TZVPD

```
32
Properties=species:S:1:pos:R:3:forces:R:3:mulliken_charge:R:1
C 2.315305 2.995248 0.867603 -3.502 0.389 -0.785 0.749
C 4.345875 2.201428 2.085493 1.256 1.754 -0.870 -0.790
H 4.780075 1.385878 1.507163 -0.667 -0.451 -0.333 0.343
H -1.030845 -1.882862 -3.165627 0.320 -0.102 0.468 0.280
H -0.738975 -3.479782 -0.200567 0.026 0.055 -0.164 0.306
C -4.045125 -1.390672 0.952473 -2.491 0.805 -0.382 -1.203
H 1.418195 3.447648 -1.142607 0.649 -0.504 0.060 0.282
C -2.782495 -2.068462 0.731733 -1.525 2.796 1.265 0.670
C -1.689925 -3.911252 -0.513027 -0.269 0.715 -0.322 -0.705
H 0.781425 4.379168 0.114513 -0.040 -0.271 0.669 0.349
H -3.578705 -3.066992 -0.806417 -0.576 -0.170 -0.168 0.358
H -1.806775 -4.171262 -1.565087 0.402 -0.175 -0.009 0.355
N -2.758845 -3.008752 -0.219437 1.169 -2.577 -1.624 0.070
O -0.574185 0.419028 -0.918197 0.659 -0.318 0.658 -0.362
H 3.853425 1.898048 3.009363 -0.125 0.248 -0.320 0.350
O -1.801765 -1.698552 1.317713 2.347 -0.597 0.438 -0.322
H 5.250855 2.793288 2.222643 0.043 -0.186 1.029 0.354
N 3.603175 3.146388 1.184213 0.384 -2.211 1.793 -0.019
H -3.965355 -0.305652 1.019273 0.576 -0.120 0.606 0.332
H 4.042135 4.039158 1.009933 0.255 0.364 -0.447 0.351
Tl 0.891945 -0.634052 1.869923 -0.077 -0.186 0.083 0.936
O 0.615735 -1.368962 -1.019627 0.592 0.546 2.166 -0.439
H 2.428655 4.687218 -0.294537 -0.074 0.112 -0.751 0.334
H -1.279115 -0.144882 -3.275417 -0.159 0.037 -0.338 0.385
H -4.798805 -1.464122 0.168453 0.153 -0.613 -0.395 0.437
C -0.563775 -0.914582 -2.985677 -0.427 1.809 0.225 -1.027
O 1.592075 2.223718 1.555983 1.643 0.141 -0.507 -0.373
H -4.570425 -1.795212 1.817633 0.221 0.110 0.375 0.340
H 0.306535 -0.784542 -3.628907 0.077 -0.207 -0.033 0.350
C 1.703715 3.880778 -0.183977 0.483 1.005 0.427 -0.933
H -1.794315 -4.833452 0.058603 -0.292 -0.501 0.334 0.368
C -0.149705 -0.572962 -1.573617 -1.032 -1.696 -3.146 0.875
```
Forces are in eV/Å.

## Properties
- strongest force on any atom (eV/A) = 3.7
- HOMO (alpha / beta) (eV) = -20.0558 / -21.1196
- gap between HOMO and LUMO (alpha / beta) (eV) = 7.101 / 6.772
- multiplicity = 2
- expectation value of S² = 1.814
- total charge = +3
- E_tot (a.u.) = -896.740015

***

2.
Formula: C18H15F2N3O2
Source: the Open Molecules 2025 dataset
Level of theory: ωB97M-V/def2-TZVPD

```
40
Properties=species:S:1:pos:R:3:forces:R:3:mulliken_charge:R:1
H -2.149572 -2.322299 0.678350 -0.079 0.377 -0.576 0.352
C 0.099222 -1.061736 0.164211 -0.042 -0.249 0.940 0.244
H -0.550595 1.539144 1.719182 -0.386 -0.371 -0.624 0.737
H -5.926335 0.492048 1.198882 0.086 0.043 0.005 0.382
H 2.257071 -2.285831 1.430132 0.118 0.254 -0.640 0.354
C 2.934521 1.438688 0.912732 -0.103 0.190 -0.533 0.090
C 0.987137 -1.686296 -2.212066 0.272 0.385 -0.975 -0.249
H 0.853287 1.710167 0.537386 0.588 -0.523 -0.574 0.779
C -1.179763 -0.393669 0.749835 0.063 -0.504 0.694 -0.109
C -5.137119 1.243061 1.273908 -0.625 0.146 -0.085 -1.443
N 0.821790 -1.502005 -3.515415 -0.845 -0.243 1.069 -0.596
C -0.931526 -0.688475 -2.332467 -0.627 0.554 -0.598 -0.155
H -1.923900 -0.270447 -2.188078 0.457 -0.039 0.684 0.473
C 1.438251 -0.422145 0.639945 -0.464 -0.320 0.519 0.272
C -3.794661 0.602319 1.249014 0.388 -0.091 -0.216 0.704
H 1.824774 -2.235700 -1.820981 0.161 0.202 0.264 0.471
H 5.549072 1.867933 2.149305 -0.225 -0.117 -0.145 0.294
N -1.075044 -0.589004 -4.820989 -1.926 0.899 -2.763 0.934
C 2.467253 -1.247384 1.147962 -0.079 0.130 -0.463 -0.480
C -3.587008 -0.741869 0.936534 0.270 -0.018 0.189 -0.593
H 4.580940 -1.427276 1.558859 -0.301 0.253 0.163 0.296
C 1.643226 0.963759 0.685525 0.422 0.387 -0.530 -1.007
H -4.435979 -1.405605 0.777806 0.121 0.161 0.243 0.325
C -1.348544 0.884822 1.347246 -0.303 0.112 -0.625 -0.611
F 3.199256 2.763817 0.658197 -0.424 -0.842 0.606 -0.344
H 5.586278 1.781631 0.384932 0.072 -0.028 0.187 0.309
H 0.100987 -2.130474 0.595841 -0.004 1.454 -1.142 0.348
H -5.239929 1.917739 0.414040 -0.007 -0.069 0.192 0.291
C -2.657299 1.366643 1.476539 0.222 0.091 -0.216 0.354
O -0.596766 -0.857449 -5.944337 -0.374 0.298 2.761 -0.544
C 4.018288 0.623400 1.213274 -0.295 -0.083 -0.177 0.729
N -0.010593 -1.160477 -1.410973 0.149 0.026 -0.044 0.326
C -0.413786 -0.888757 -3.608124 1.484 -0.822 2.428 -0.074
F -2.857676 2.702404 1.725800 0.426 -0.971 0.266 -0.347
C -2.297290 -1.241940 0.761249 -0.263 0.229 -0.245 -0.665
H 6.126310 0.399253 1.352654 -0.021 0.087 0.009 0.374
C 3.758459 -0.740983 1.342515 -0.512 0.005 0.205 -0.640
H -5.321141 1.837152 2.175779 0.174 -0.116 -0.149 0.336
C 5.388875 1.201947 1.293101 0.533 0.050 -0.147 -1.334
O -2.200464 -0.036124 -4.697305 1.899 -0.927 0.043 -0.580
```
Forces are in eV/Å.

## Properties
- strongest force on any atom (eV/A) = 3.5
- energy relative to the best compared isomer or geometry (same formula, charge and spin) (eV) = 4.468
- HOMO (eV) = -9.4491
- gap between HOMO and LUMO (eV) = 9.198
- multiplicity = 1
- E_tot (a.u.) = -1209.259640
- SMILES string = Cc1ccc(C(c2ccc(C)c(F)c2)n2cnc([N+](=O)[O-])c2)cc1F

***

3.
Formula: C3H15N2O3
Source: the Open Molecules 2025 dataset
Level of theory: ωB97M-V/def2-TZVPD

```
23
Properties=species:S:1:pos:R:3:forces:R:3:mulliken_charge:R:1
H 0.754133 -0.014265 0.735798 0.327 0.544 -1.432 0.313
H -2.540154 -2.144603 -2.655737 0.023 -0.047 0.105 0.311
O -1.596535 -2.343488 -2.641009 0.067 0.180 -0.048 -0.648
C 0.515567 1.151289 -2.490859 -1.130 -0.401 -0.509 -0.649
O 0.418063 -1.692859 -0.613931 -0.179 -0.228 -0.037 -0.594
H 1.850812 2.652627 -1.455081 -0.382 0.210 -0.404 0.348
H -0.476431 2.536639 -0.473496 0.428 0.261 0.937 0.391
N 0.340359 1.972489 -0.156958 -0.382 -1.535 -2.897 -0.004
H -0.284221 1.833849 -2.853776 0.366 -0.598 0.306 0.406
H -1.459802 -2.876134 -3.434264 0.109 -0.038 0.054 0.323
C 0.166393 0.916046 0.700180 0.459 -0.535 2.911 0.212
H 1.976896 0.957918 -0.934305 0.123 0.145 0.108 0.350
N -0.524681 0.978173 1.794468 -0.919 0.434 -0.764 -0.051
H -0.194542 -1.931515 -1.335957 -0.291 0.144 -0.100 0.295
H 0.684222 -1.675475 4.816559 0.244 0.689 0.705 0.352
H 1.271370 1.089287 -3.298327 -0.109 -0.004 0.504 0.317
O -0.151742 -1.194146 4.695342 0.497 -0.878 -1.357 -0.661
H 0.153443 0.125864 -2.177950 0.269 1.267 -0.586 0.166
H -1.230127 1.689988 2.011005 0.322 0.150 0.146 0.327
C 1.286542 1.734372 -1.260382 0.767 -0.130 1.662 -0.363
H -0.453662 0.199150 2.460255 -0.059 -0.026 0.212 0.201
H 0.661079 -2.576542 -0.302831 0.262 0.162 0.167 0.326
H -0.525075 -1.871472 4.106701 -0.812 0.232 0.315 0.331
```
Forces are in eV/Å.

## Properties
- strongest force on any atom (eV/A) = 3.3
- energy relative to the best compared isomer or geometry (same formula, charge and spin) (eV) = 1.855
- HOMO (alpha / beta) (eV) = -17.7628 / -17.7623
- gap between HOMO and LUMO (alpha / beta) (eV) = 8.413 / 3.684
- multiplicity = 2
- expectation value of S² = 0.768
- total charge = +2
- E_tot (a.u.) = -457.775846